The following is a quantum chemistry calculation of a 2-piece molecular cluster, C6H9N overall, from the OMol25 dataset.

Geometry as XYZ:
```
16
Properties=species:S:1:pos:R:3
C 2.191 0.794 1.095
C 2.130 -0.414 0.579
C 1.612 -1.425 0.001
C 0.634 -2.075 -0.589
H 2.354 1.657 0.454
H 1.986 0.980 2.145
H -0.030 -2.731 -0.032
H 0.380 -1.862 -1.624
C -0.961 0.222 0.226
C -1.569 1.365 -0.466
N -1.530 0.048 -1.111
H 0.112 0.241 0.297
H -1.464 -0.254 1.065
H -0.899 2.086 -0.929
H -2.503 1.762 -0.088
H -2.443 -0.394 -1.025
```

The orbital gap comes out at 9.4 eV. As for the LUMO energy: 0.403 eV. The calculation puts the calculated total energy at -288.59295 Eh. The structure (SMILES) is C=C=C=C.C1CN1. The calculation puts the HOMO energy at -9.03 eV.

The following is a quantum chemistry calculation of one molecule with the formula C6H9N, from the OMol25 dataset.

Geometry as XYZ:
```
16
Properties=species:S:1:pos:R:3
C 1.786 1.084 0.486
C 0.511 0.901 0.149
C -0.416 1.980 0.399
N -1.141 2.855 0.597
C -0.031 -0.356 -0.495
C 0.309 -1.578 0.363
C -1.540 -0.281 -0.714
H 2.126 1.992 0.954
H 2.525 0.324 0.301
H 0.461 -0.465 -1.469
H 1.383 -1.733 0.424
H -0.140 -2.472 -0.066
H -0.082 -1.448 1.370
H -1.817 0.615 -1.266
H -2.061 -0.268 0.242
H -1.874 -1.150 -1.276
```

The orbital gap comes out at 10.6 eV. As for the LUMO energy: 0.523 eV. The calculation puts the calculated total energy at -288.74696 Eh. The structure (SMILES) is C=C(C#N)C(C)C. The calculation puts the HOMO energy at -10.10 eV.

The following is a quantum chemistry calculation of one molecule with the formula C6H9N at a distorted geometry, from the OMol25 dataset.

Geometry as XYZ:
```
16
Properties=species:S:1:pos:R:3
C 2.171 -1.325 -0.471
N 1.332 -0.657 0.183
C -0.010 -0.577 -0.074
C -0.797 -1.667 -0.341
C -0.636 0.702 0.336
C -1.581 0.646 1.270
C -0.084 1.987 -0.195
H 3.169 -1.414 -0.064
H 1.985 -1.792 -1.444
H -0.298 -2.628 -0.364
H -1.467 -1.440 -1.155
H -2.025 1.538 1.679
H -1.941 -0.295 1.649
H -0.528 2.839 0.313
H -0.287 2.071 -1.263
H 0.996 2.010 -0.058
```

The orbital gap comes out at 8.8 eV. As for the LUMO energy: 0.401 eV. The calculation puts the calculated total energy at -288.67471 Eh. The structure (SMILES) is C=NC(=C)C(=C)C. The calculation puts the HOMO energy at -8.41 eV.

The following is a quantum chemistry calculation of a 2-piece molecular cluster, C6H9N overall at a distorted geometry, from the OMol25 dataset.

Geometry as XYZ:
```
16
Properties=species:S:1:pos:R:3
C 1.397 -0.523 1.046
C 1.425 0.592 0.050
C 0.577 1.625 -0.003
C -0.556 1.723 0.871
N -1.494 1.771 1.552
H 0.450 -0.562 1.590
H 1.555 -1.485 0.547
H 2.207 -0.386 1.774
H 2.213 0.555 -0.699
H 0.675 2.400 -0.756
C -0.821 -0.871 -1.437
C -1.740 -0.909 -0.478
H -0.737 -0.043 -2.134
H -0.869 -1.908 -1.706
H -2.549 -0.208 -0.403
H -1.734 -1.772 0.186
```

The orbital gap comes out at 10.1 eV. As for the LUMO energy: 0.662 eV. The calculation puts the calculated total energy at -288.66770 Eh. The structure (SMILES) is C/C=C\C#N.C=C. The calculation puts the HOMO energy at -9.48 eV.

The following is a quantum chemistry calculation of one molecule with the formula C6H9N, from the OMol25 dataset.

Geometry as XYZ:
```
16
Properties=species:S:1:pos:R:3
C -0.961 -1.792 0.374
C 0.034 -0.710 0.062
C 1.435 -0.965 -0.037
C 2.080 0.236 -0.140
N 1.122 1.214 -0.141
C -0.134 0.656 -0.038
C -1.330 1.541 -0.220
H -0.801 -2.677 -0.253
H -2.007 -1.488 0.271
H -0.818 -2.120 1.412
H 1.891 -1.946 -0.061
H 3.130 0.478 -0.221
H 1.306 2.203 -0.121
H -2.229 0.960 -0.442
H -1.156 2.197 -1.083
H -1.548 2.183 0.642
```

The orbital gap comes out at 8.9 eV. As for the LUMO energy: 1.066 eV. The calculation puts the calculated total energy at -288.77591 Eh. The structure (SMILES) is Cc1cc[nH]c1C. The calculation puts the HOMO energy at -7.82 eV.

The following is a quantum chemistry calculation of C6H9N as an isolated structure at a distorted geometry, from the OMol25 dataset.

Geometry as XYZ:
```
16
Properties=species:S:1:pos:R:3
C 2.881 0.427 0.185
C 1.874 -0.750 0.053
C 0.706 -0.607 -0.495
C -0.551 -0.849 -0.768
N -1.537 -0.674 0.225
C -2.639 0.184 -0.142
C -1.637 0.623 0.864
H 3.628 0.412 -0.611
H 3.433 0.488 1.134
H 2.346 1.393 0.084
H -0.866 -1.291 -1.703
H 1.373 -1.836 -0.355
H -3.612 -0.185 0.161
H -2.592 0.661 -1.121
H -0.935 1.404 0.564
H -1.873 0.599 1.924
```

The orbital gap comes out at 8.6 eV. As for the LUMO energy: 1.051 eV. The calculation puts the calculated total energy at -288.56159 Eh. The calculation puts the HOMO energy at -7.55 eV.

The following is a quantum chemistry calculation of one molecule with the formula C6H9N, from the OMol25 dataset.

Geometry as XYZ:
```
16
Properties=species:S:1:pos:R:3
C 2.969 0.622 2.287
C 2.010 0.201 1.277
C 1.200 -0.037 0.415
C 0.223 -0.081 -0.618
C -1.073 0.166 -0.409
C -2.040 0.121 -1.550
N -2.588 -1.233 -1.691
H 2.813 1.682 2.514
H 3.992 0.497 1.922
H 2.851 0.052 3.213
H 0.574 -0.237 -1.639
H -1.458 0.266 0.606
H -1.517 0.400 -2.474
H -2.861 0.835 -1.424
H -1.821 -1.867 -1.472
H -3.274 -1.386 -0.957
```

The orbital gap comes out at 9.6 eV. As for the LUMO energy: 1.026 eV. The calculation puts the calculated total energy at -288.69024 Eh. The structure (SMILES) is CC#C/C=C/CN. The calculation puts the HOMO energy at -8.53 eV.

The following is a quantum chemistry calculation of a 2-piece molecular cluster, C6H9N overall at a distorted geometry, from the OMol25 dataset.

Geometry as XYZ:
```
16
Properties=species:S:1:pos:R:3
C 1.117 -0.023 -1.026
C -0.063 -0.618 -1.208
C -0.733 -1.534 -0.214
C -0.751 -0.426 -2.462
N -1.304 -0.316 -3.474
H 1.548 0.638 -1.771
H 1.671 -0.172 -0.105
H -0.608 -2.577 -0.524
H -1.808 -1.335 -0.155
H -0.300 -1.406 0.781
C -0.421 1.353 1.498
C 0.836 1.262 1.916
H -1.220 0.770 1.949
H -0.699 1.990 0.661
H 1.633 1.831 1.442
H 1.129 0.597 2.725
```

The orbital gap comes out at 10.5 eV. As for the LUMO energy: 0.660 eV. The calculation puts the calculated total energy at -288.70559 Eh. The structure (SMILES) is C=C(C)C#N.C=C. The calculation puts the HOMO energy at -9.88 eV.

The following is a quantum chemistry calculation of one molecule with the formula C6H9N at a distorted geometry, from the OMol25 dataset.

Geometry as XYZ:
```
16
Properties=species:S:1:pos:R:3
C 1.470 1.206 0.112
C 0.395 0.146 0.048
C 0.902 -1.205 -0.161
N 1.380 -2.253 -0.192
C -0.585 -0.215 1.167
C -1.432 -0.844 -0.224
C -0.745 0.299 -0.968
H 1.961 1.247 -0.868
H 2.231 1.001 0.872
H 0.997 2.177 0.299
H -0.713 0.723 1.779
H -0.410 -1.010 1.882
H -1.209 -1.797 -0.789
H -2.486 -0.871 -0.097
H -0.427 0.179 -2.009
H -1.327 1.217 -0.851
```

The orbital gap comes out at 11.4 eV. As for the LUMO energy: 0.876 eV. The calculation puts the calculated total energy at -288.67700 Eh. The structure (SMILES) is CC1(C#N)CCC1. The calculation puts the HOMO energy at -10.51 eV.

The following is a quantum chemistry calculation of one molecule with the formula C6H9N, from the OMol25 dataset.

Geometry as XYZ:
```
16
Properties=species:S:1:pos:R:3
C -0.557 -1.805 -1.181
C 0.360 -0.642 -1.443
C 0.745 -0.133 -2.581
C 1.054 0.081 -0.289
N 0.246 1.145 0.283
C 0.400 1.348 1.711
C -0.845 0.762 1.157
H -0.026 -2.552 -0.578
H -0.869 -2.279 -2.113
H -1.452 -1.490 -0.633
H 1.322 -0.695 0.455
H 1.993 0.529 -0.632
H 0.430 2.382 2.048
H 1.052 0.661 2.252
H -1.010 -0.300 1.335
H -1.745 1.364 1.059
```

The orbital gap comes out at 9.5 eV. As for the LUMO energy: -0.002 eV. The calculation puts the calculated total energy at -288.58792 Eh. The calculation puts the HOMO energy at -9.53 eV.

The following is a quantum chemistry calculation of one molecule with the formula C6H9N, from the OMol25 dataset.

Geometry as XYZ:
```
16
Properties=species:S:1:pos:R:3
C 2.727 0.714 1.882
C 1.764 0.122 0.950
C 0.985 -0.370 0.173
C 0.012 -0.959 -0.757
C -1.403 -0.496 -0.469
C -1.958 0.720 -1.097
N -2.349 -0.609 -1.572
H 2.836 1.789 1.707
H 3.713 0.253 1.768
H 2.409 0.574 2.921
H 0.055 -2.054 -0.694
H 0.262 -0.697 -1.792
H -1.761 -0.735 0.533
H -1.348 1.292 -1.794
H -2.671 1.313 -0.527
H -3.274 -0.856 -1.231
```

The orbital gap comes out at 10.4 eV. As for the LUMO energy: 1.036 eV. The calculation puts the calculated total energy at -288.67914 Eh. The structure (SMILES) is CC#CC[C@H]1CN1. The calculation puts the HOMO energy at -9.39 eV.

The following is a quantum chemistry calculation of C6H9N as an isolated structure at a distorted geometry, from the OMol25 dataset.

Geometry as XYZ:
```
16
Properties=species:S:1:pos:R:3
C 2.184 -0.251 0.524
N 1.000 -0.596 -0.331
C 0.111 -1.265 0.530
C -1.088 0.083 0.812
C -0.981 1.084 -0.334
C -0.274 -0.113 -1.096
C -1.128 -1.051 -0.199
H 1.831 0.486 1.251
H 1.506 1.493 -0.538
H 2.884 0.319 -0.080
H 0.375 -1.881 1.393
H -1.768 0.207 1.655
H -0.677 2.105 -0.044
H -1.932 1.296 -0.857
H -0.220 -0.148 -2.191
H -1.919 -1.752 -0.451
```

The orbital gap (alpha / beta) comes out at 7.0 / 7.2 eV. As for the LUMO energy (alpha / beta): -0.636 / -0.443 eV. The calculation puts the calculated total energy at -288.39743 Eh. The calculation puts the HOMO energy (alpha / beta) at -7.62 / -7.69 eV.

The following is a quantum chemistry calculation of one molecule with the formula C6H9N, from the OMol25 dataset.

Geometry as XYZ:
```
16
Properties=species:S:1:pos:R:3
C 2.552 0.954 1.654
C 1.612 0.106 0.919
C 0.841 -0.597 0.314
C -0.140 -1.360 -0.467
C -1.495 -0.663 -0.521
C -1.571 0.769 -0.863
N -1.967 -0.244 -1.840
H 2.042 1.822 2.084
H 3.346 1.324 0.996
H 3.025 0.402 2.472
H -0.251 -2.368 -0.051
H 0.214 -1.474 -1.498
H -2.237 -1.031 0.186
H -0.653 1.299 -1.102
H -2.340 1.370 -0.384
H -2.979 -0.310 -1.901
```

The orbital gap comes out at 10.4 eV. As for the LUMO energy: 1.066 eV. The calculation puts the calculated total energy at -288.67575 Eh. The structure (SMILES) is CC#CC[C@H]1CN1. The calculation puts the HOMO energy at -9.34 eV.

The following is a quantum chemistry calculation of C6H9N as an isolated structure, from the OMol25 dataset.

Geometry as XYZ:
```
16
Properties=species:S:1:pos:R:3
C -1.475 0.068 -1.442
N -0.274 -0.311 -0.722
C -0.351 -0.538 0.724
C 1.065 -1.137 0.535
C 1.119 0.140 -0.385
C 0.982 1.280 0.656
C -0.037 0.838 1.392
H -2.172 0.782 -0.964
H -1.279 0.417 -2.457
H -2.008 -0.891 -1.542
H -1.224 -1.093 1.068
H 0.986 -2.022 -0.102
H 1.731 -1.279 1.394
H 1.887 0.234 -1.153
H 1.583 2.187 0.743
H -0.561 1.323 2.212
```

The orbital gap comes out at 9.2 eV. As for the LUMO energy: 1.154 eV. The calculation puts the calculated total energy at -288.65293 Eh. The calculation puts the HOMO energy at -8.07 eV.

The following is a quantum chemistry calculation of one molecule with the formula C6H9N, from the OMol25 dataset.

Geometry as XYZ:
```
16
Properties=species:S:1:pos:R:3
C -2.446 -0.497 0.212
C -1.143 -0.152 -0.442
C -0.773 1.161 -0.502
N 0.589 1.235 -0.364
C 1.104 -0.032 -0.236
C 2.499 -0.261 0.238
C 0.064 -0.916 -0.367
H -2.297 -0.202 1.259
H -2.688 -1.560 0.214
H -3.290 0.090 -0.159
H -1.405 2.038 -0.541
H 1.055 2.073 -0.059
H 2.560 -0.027 1.310
H 2.774 -1.312 0.120
H 3.234 0.357 -0.285
H 0.165 -1.996 -0.397
```

The orbital gap comes out at 8.8 eV. As for the LUMO energy: 1.023 eV. The calculation puts the calculated total energy at -288.75608 Eh. The structure (SMILES) is Cc1c[nH]c(C)c1. The calculation puts the HOMO energy at -7.73 eV.

Asked for ΔE to the lowest compared entry with this formula, charge and spin across the records above, the calculation gives 118.65 22.02 67.35 71.75 3.85 138.34 57.61 47.97 65.91 121.81 64.57 241.35 66.70 81.02 16.29 kcal/mol in order.